Entry 1:
Below is a structure of composition C3H18B3BeCl6 at a distorted geometry, with properties calculated with ωB97M-V with the def2-TZVPD basis set.

Structure (XYZ):
```
31
Properties=species:S:1:pos:R:3:forces:R:3:lowdin_charge:R:1
B 0.24725 -2.15607 1.15564 2.40 -1.12 1.77 -0.3845
H -2.09545 1.09911 2.33943 -0.37 -0.04 -0.08 0.0376
H -1.43703 -0.54794 0.19189 -0.26 3.21 0.11 -0.0573
Cl -1.08401 1.66850 0.36829 -6.86 6.28 5.70 0.8631
Be -0.39919 -0.46876 1.08096 0.66 -2.79 -0.55 0.1684
H -0.00892 2.25048 -1.43582 0.28 1.09 -0.75 -0.0117
B -1.90160 -1.51920 0.12075 -3.35 -1.82 0.11 -0.4427
H 1.77363 -0.84508 -0.86327 1.37 -0.40 -0.06 0.0181
Cl 3.44444 0.30807 -1.97017 1.07 -0.30 -1.18 0.5858
H -2.85243 2.59707 1.69861 -0.51 -0.16 0.28 0.0147
H 2.32131 0.50323 0.03798 1.13 -0.86 0.38 -0.0414
H 1.08162 -1.47921 1.25529 3.74 2.28 1.10 -0.0031
H -0.25610 -1.92374 0.22995 -0.13 -0.19 -1.65 -0.0398
H 0.45788 -0.80741 -0.16061 0.45 -1.74 -0.81 0.0034
H 1.14726 1.26126 -2.20008 0.45 1.41 -1.38 -0.0193
H -0.41574 -2.06970 2.00254 -2.07 0.58 3.62 0.0241
Cl 3.70896 -1.51280 0.30178 0.40 0.31 0.12 0.5302
H 0.59881 -3.17520 1.11076 1.28 -3.44 0.00 0.0519
H 0.79512 0.57497 -1.23413 0.68 -1.01 -1.14 -0.0194
H 0.62219 0.83219 0.47156 2.51 1.06 2.89 -0.0031
H -1.67477 -1.97992 1.06970 -2.14 -2.17 2.71 -0.0187
H -0.78750 0.45678 -0.39881 0.10 -2.68 -4.37 -0.1204
C 0.99810 2.28324 -1.85165 -0.28 0.43 -2.03 -1.0691
C -2.48635 1.60000 1.45377 -1.47 2.31 0.82 -0.8481
Cl -3.81864 0.65623 0.71416 0.05 1.29 0.71 0.5869
Cl 1.24854 3.45603 -3.21657 -0.39 -0.15 0.43 0.4665
B 0.26793 0.23670 -0.35556 2.74 -1.06 -4.18 -0.7908
C 2.68639 -0.33458 -0.55608 0.21 -1.51 0.43 -1.0987
Cl 2.14451 2.53302 -0.61680 0.69 2.47 1.12 0.6471
H -2.94914 -1.40836 -0.11294 -3.59 0.55 -0.92 -0.0570
H -1.37707 -2.08891 -0.63059 1.20 -1.85 -3.22 0.0275
```
Forces are in eV/Å.

Kohn-Sham gap (eV): 6.328
Net charge: -1
Relative energy (zero: lowest compared OMol25 entry of this formula, charge and spin) (kcal per mole): 318.0
HOMO level (eV): -3.961



Entry 2:
Below is an isolated molecule of C7H16FO6P at a distorted geometry, with properties calculated with ωB97M-V with the def2-TZVPD basis set.

Structure (XYZ):
```
31
Properties=species:S:1:pos:R:3:forces:R:3:lowdin_charge:R:1
H -1.36998 -2.49673 1.32924 -1.87 1.41 -1.25 0.1240
C 1.13439 2.46926 -0.25611 0.87 -0.78 -1.34 -0.0945
C -2.21349 -1.98231 0.67373 0.21 0.67 -1.35 -0.1482
O 2.94784 0.74198 -0.14664 -1.20 -1.23 2.52 -0.2424
H 4.45150 -2.42274 -0.45478 -1.29 1.81 -0.85 0.0776
H 2.18901 -1.13379 0.73731 2.11 1.31 -0.49 0.1223
H 2.95001 -1.75464 -1.55093 2.01 0.28 1.44 0.0820
C -2.51310 -2.97007 -0.62951 -0.25 -0.10 0.78 -0.1297
C 2.05897 1.51717 0.76086 0.42 1.60 -0.99 -0.1378
H -3.18597 -1.76541 1.29017 2.01 -0.47 -1.09 0.1221
H 1.41484 0.83779 1.46326 1.17 1.36 -1.41 0.1282
H 4.55412 -0.71888 -1.41480 -1.38 -1.95 1.23 0.0909
H -1.59105 -3.70560 -0.70933 -2.06 1.58 -0.18 0.0841
C -1.67750 -0.48406 0.15898 0.29 -0.96 -0.01 -0.2617
H -4.60851 2.49945 -0.68491 1.24 1.25 0.72 0.1041
H 2.76470 2.27548 1.35013 -1.67 -1.84 -0.83 0.1400
H 1.01408 1.95160 -1.32464 0.39 0.84 2.50 0.1520
H -1.09401 0.02567 1.04746 -0.89 -0.71 -2.23 0.1509
O -3.90322 3.08116 -0.24099 1.65 -4.31 -1.12 -0.1634
O -0.22242 2.64237 0.28504 5.17 0.57 3.12 -0.2582
H -2.69409 -2.36308 -1.63191 0.52 -1.35 2.27 0.0910
H 1.69260 3.50283 -0.46200 -1.46 -2.04 0.72 0.1430
F -0.81757 -0.63707 -1.07218 -1.81 0.41 3.15 -0.0860
O -2.82170 0.36015 -0.26911 1.55 2.06 0.79 -0.2149
C 3.20958 -0.60178 0.42251 0.18 -1.36 -1.03 -0.2550
O -2.31489 2.22973 1.74072 -1.19 -1.22 -6.52 -0.3379
P -2.56900 2.03380 0.16084 1.01 1.17 5.92 0.8317
O -1.10360 2.54461 -0.69907 -5.95 -1.09 -2.34 -0.2215
C 3.85164 -1.49297 -0.83860 -0.40 1.66 0.32 -0.1012
H 3.95416 -0.58853 1.33662 -1.49 0.22 -1.75 0.1270
H -3.48738 -3.59535 -0.37136 2.14 1.23 -0.70 0.0813
```
Forces are in eV/Å.

Kohn-Sham gap (eV): 9.392
Structure (SMILES): CCOCCOO[P@@](=O)(O)O[C@H](F)CC
HOMO level (eV): -9.536



Entry 3:
Below is an isolated molecule of C4H7OP at a distorted geometry, with properties calculated with ωB97M-V with the def2-TZVPD basis set.

Structure (XYZ):
```
13
Properties=species:S:1:pos:R:3:forces:R:3:lowdin_charge:R:1
C -0.78396 -0.23330 -0.01437 3.00 0.19 -0.21 -0.5001
H 0.95178 -1.05583 -1.06522 -1.28 -0.88 0.49 0.0765
O -2.07175 -0.55488 -0.05542 -1.69 -0.40 0.01 -0.5745
H 1.75322 1.45510 1.20541 0.59 1.29 1.91 0.0309
H -0.76795 1.79205 0.58204 -1.25 1.17 0.51 0.0595
P -3.39227 0.36250 -0.11422 -0.44 0.43 0.02 0.7680
C -0.22621 0.93025 0.36735 1.13 -1.78 -0.29 -0.1208
H 0.51158 -1.88668 0.53834 -0.71 0.51 -2.00 0.1154
H 1.48656 1.73172 -0.56698 0.42 -0.68 1.25 0.1023
C 1.29252 1.09609 0.35741 -1.02 -2.40 -3.58 -0.0899
C 0.07319 -1.42829 -0.45205 0.22 -1.24 0.79 -0.0538
H 1.74322 0.04433 0.21557 -0.38 1.96 0.05 0.0726
H -0.56992 -2.25306 -0.99787 1.40 1.84 1.06 0.1138
```
Forces are in eV/Å.

Kohn-Sham gap (alpha / beta) (eV): 6.974 / 6.953
Relative energy (zero: lowest compared OMol25 entry of this formula, charge and spin) (kcal per mole): 72.5
HOMO level (alpha / beta) (eV): -7.801 / -7.736



Entry 4:
Below is an isolated molecule of C7H4N2O3 at a distorted geometry, with properties calculated with ωB97M-V with the def2-TZVPD basis set.

Structure (XYZ):
```
16
Properties=species:S:1:pos:R:3:forces:R:3:lowdin_charge:R:1
C -0.83566 1.46053 0.08805 0.79 3.43 -1.82 0.0309
O -2.99979 -1.50837 0.38240 1.68 4.26 -1.54 0.0251
N -2.64726 -0.31848 0.01252 -2.99 0.68 0.47 -0.2732
C 0.95155 -0.72380 -0.02836 -2.17 1.39 -0.27 -0.1995
H 2.07395 -2.67098 -0.10486 0.55 2.05 -0.40 0.1643
H -1.60709 2.35476 0.03398 1.59 -2.27 0.31 0.1586
N 3.15402 -0.71483 -0.02347 -1.37 -1.15 0.37 0.1374
O 2.65380 0.66543 0.19279 2.63 -2.48 -0.63 0.0390
H -0.84142 -1.93084 -0.05980 0.16 0.21 -0.65 0.1366
C -0.39294 -0.94388 -0.18912 -0.33 -0.82 0.91 0.0439
C -1.23057 0.13519 -0.16040 -0.74 -1.52 1.60 -0.1613
H 1.15330 2.70983 -0.01609 -0.95 -0.02 0.28 0.1263
C 2.06586 -1.52671 -0.12497 3.46 0.76 1.00 -0.0380
C 0.58511 1.77709 0.04137 -2.13 -2.49 0.88 0.0632
C 1.36983 0.60404 0.14056 -1.45 0.76 -1.07 -0.2953
O -3.45268 0.63101 -0.18461 1.27 -2.79 0.56 0.0419
```
Forces are in eV/Å.

Kohn-Sham gap (eV): 9.104
Structure (SMILES): O=[N+]([O-])c1ccc2oncc2c1
Relative energy (zero: lowest compared OMol25 entry of this formula, charge and spin) (kcal per mole): 49.4
HOMO level (eV): -9.936



Entry 5:
Below is an isolated molecule of CH3NO2S2 at a distorted geometry, with properties calculated with ωB97M-V with the def2-TZVPD basis set.

Structure (XYZ):
```
9
Properties=species:S:1:pos:R:3:forces:R:3:lowdin_charge:R:1
S 1.99169 -0.85645 -0.12389 1.65 -1.03 0.19 0.7129
O -0.75334 -1.56910 0.28064 0.30 -0.06 2.67 -0.0080
N -0.53278 -0.46197 -0.42247 0.11 3.22 -0.80 -0.2956
S 0.91407 1.84956 0.07162 -1.80 0.66 -0.44 0.8079
O -1.64855 0.44208 -0.35820 0.22 -1.71 -2.36 -0.0265
H 2.09838 1.68028 0.57099 1.17 0.02 0.36 -0.1456
H -1.13412 -2.25766 -0.23597 -0.42 -0.47 -1.38 0.1072
H -1.69621 1.03371 0.36568 0.71 0.64 2.04 0.0482
C 0.76085 0.13956 -0.14840 -1.93 -1.28 -0.28 -1.2004
```
Forces are in eV/Å.

Kohn-Sham gap (eV): 8.781
Structure (SMILES): ON(O)C(=S)S
Relative energy (zero: lowest compared OMol25 entry of this formula, charge and spin) (kcal per mole): 76.4
HOMO level (eV): -8.903



Entry 6:
Below is an isolated molecule of C14H11NO3P2S at a distorted geometry, with properties calculated with ωB97M-V with the def2-TZVPD basis set.

Structure (XYZ):
```
32
Properties=species:S:1:pos:R:3:forces:R:3:lowdin_charge:R:1
H -5.16122 1.94560 -1.69713 -0.09 -0.09 -0.10 0.1067
C 0.22791 1.10856 0.22251 -0.06 -0.52 0.06 -0.0797
H 3.16231 -2.60119 1.85477 0.05 -0.12 0.18 0.0328
C -4.37767 1.38824 -1.20337 -0.04 0.37 -0.14 -0.0608
H 1.55766 2.68497 -0.33319 -0.12 0.12 0.00 0.1222
O -1.57986 -1.57092 1.64562 0.13 -0.59 0.55 0.1030
H -3.68255 -1.72517 -0.07240 0.17 -0.10 0.17 0.1216
H -5.42474 -0.49496 -1.23917 -0.16 0.09 -0.09 0.1062
C -0.97906 1.98256 0.28562 0.24 -0.21 -0.02 -0.3009
C 0.08904 -0.25841 0.52380 0.49 0.34 -0.12 -0.0791
S 5.35119 0.04043 -1.42567 -0.04 0.22 0.33 0.1058
C -2.38838 -0.00256 0.11059 0.05 -0.14 -0.19 -0.0892
C 2.57177 0.80283 -0.17192 0.42 0.16 0.22 -0.3967
O -0.91371 3.10332 0.71590 -0.03 0.74 -0.11 0.1434
H 0.99271 -3.85659 -0.98056 0.11 -0.24 -0.22 0.0352
O 1.74631 -3.60473 -0.43914 0.35 0.51 0.20 -0.2914
C -3.22232 2.06855 -0.83822 -0.15 -0.67 0.27 0.0084
C -1.30385 -0.71376 0.85560 -0.11 0.33 -0.55 -0.3141
C -2.23227 1.34927 -0.17974 -0.09 0.15 -0.05 -0.0946
C 2.45861 -0.54338 0.14010 -0.57 0.10 0.04 -0.1120
H 4.79654 2.08659 0.43483 -0.35 0.32 -0.03 -0.0191
H 3.93804 2.38899 -1.65596 -0.19 0.43 0.51 -0.0200
C 1.22023 -1.08388 0.49308 0.00 -0.38 0.06 -0.2381
N 2.30675 -3.11479 2.05345 0.14 0.36 -0.66 -0.1699
P 4.21153 1.43435 -0.66266 0.44 -1.33 -0.98 0.3808
H -3.09576 3.11530 -1.05654 0.05 0.16 0.06 0.1215
H 1.94250 -2.82465 2.95232 0.08 -0.17 0.14 0.0351
C -3.53857 -0.67544 -0.27182 -0.40 0.47 -0.21 0.0057
P 1.07746 -2.90652 0.89611 -0.98 -0.26 0.50 0.8466
C 1.46026 1.63050 -0.11411 0.11 0.19 0.09 -0.0180
C -4.53502 0.03549 -0.93864 0.37 -0.23 0.24 -0.0547
H 3.32417 -1.18862 0.09595 0.18 0.01 -0.17 0.0632
```
Forces are in eV/Å.

Kohn-Sham gap (eV): 7.704
Structure (SMILES): NP(O)c1cc([PH2]=S)cc2c1C(=O)c1ccccc1C2=O
HOMO level (eV): -8.698